No. 1
The following is a quantum chemistry calculation of C27H34IN3OPt as an isolated structure, from the OMol25 dataset.

Structure (XYZ):
```
67
Properties=species:S:1:pos:R:3:mulliken_spin:R:1
Pt 0.32465 -0.28842 0.68323 1.46
C -1.08917 -3.09542 1.73146 0.06
C -0.45289 -3.74979 0.52906 -0.02
C -0.14696 -5.10101 0.56345 -0.01
C 0.44248 -5.72982 -0.52420 0.01
C 0.74588 -5.00446 -1.66186 -0.01
C 0.44108 -3.64865 -1.75113 0.02
C 0.83834 -2.88262 -2.99504 0.00
C -0.17978 -3.05631 -0.64767 -0.04
N -0.48590 -1.64446 -0.69593 0.11
C -1.38035 -1.15824 -1.47343 0.01
C -2.34647 -1.95756 -2.27603 0.00
C -1.46867 0.35891 -1.51294 0.01
C -2.28712 1.01856 -2.56960 0.01
N -0.76935 0.97821 -0.65229 0.15
C -0.75620 2.41530 -0.50589 0.01
C -1.82805 3.03213 0.14188 0.00
C -3.07236 2.28938 0.57862 0.00
C -1.73174 4.40100 0.36382 -0.01
C -0.62283 5.11906 -0.05678 0.02
C 0.40513 4.47977 -0.72745 -0.01
C 0.35635 3.11181 -0.97211 0.01
C 1.43017 2.46063 -1.81409 -0.01
H -1.22270 -3.81915 2.53281 0.00
H -2.06744 -2.66509 1.51074 0.00
H -0.45939 -2.30808 2.15152 -0.01
H -0.36908 -5.66669 1.45996 0.00
H 0.67217 -6.78637 -0.47832 0.00
H 1.23813 -5.48736 -2.49909 0.00
H 1.72480 -3.33382 -3.43714 0.00
H 1.06888 -1.83533 -2.79050 0.00
H 0.06097 -2.91222 -3.76299 0.00
H -2.25829 -3.01788 -2.06218 0.00
H -2.19981 -1.79612 -3.34629 0.00
H -3.35960 -1.61983 -2.04294 0.00
H -1.97045 0.65769 -3.55126 0.00
H -2.17911 2.09799 -2.53034 0.00
H -3.34300 0.76089 -2.46041 0.00
H -2.89544 1.23189 0.77648 0.00
H -3.85848 2.35040 -0.17905 0.00
H -3.47863 2.73423 1.48680 0.00
H -2.54476 4.90779 0.87114 0.00
H -0.57035 6.18546 0.12164 0.00
H 1.25799 5.04738 -1.08481 0.00
H 2.42100 2.80960 -1.52216 0.00
H 1.29670 2.73208 -2.86415 0.00
H 1.41511 1.37393 -1.75886 0.00
C -1.29249 0.64442 4.59842 0.00
C -0.90972 1.17976 3.24366 0.01
O 0.32420 0.55399 2.76075 0.03
H -2.26148 1.04934 4.89409 0.00
H -0.56864 0.94182 5.36106 0.00
H -1.36819 -0.44451 4.58552 0.00
H -0.75931 2.25901 3.25816 0.00
H -1.66632 0.95180 2.49818 0.00
H 0.92217 0.40088 3.50289 0.00
I 4.55875 3.71536 1.86873 0.00
C 4.05809 1.85399 1.12481 0.01
C 5.00381 1.01766 0.54868 0.00
C 4.60034 -0.20981 0.04371 0.01
C 3.27166 -0.56698 0.12031 0.00
N 2.36440 0.24531 0.68762 0.13
C 2.74344 1.43696 1.18245 0.00
H 6.04128 1.32179 0.48716 0.00
H 5.31112 -0.88576 -0.41140 0.00
H 2.91043 -1.51099 -0.26491 0.00
H 1.97099 2.05652 1.61442 0.00
```

Output
Spin multiplicity: 3
ΔE to the lowest compared entry with this formula, charge and spin in kcal/mol: 0.0
DFT total energy in eV: -46400.8875
Net charge: +2



No. 2
The following is a quantum chemistry calculation of C27H34O3PZn as an isolated structure, from the OMol25 dataset.

Structure (XYZ):
```
66
Properties=species:S:1:pos:R:3:nbo_charge:R:1
Zn -0.09106 0.10530 0.16267 1.53
C 0.20431 -1.82023 -2.46205 -0.25
O -0.61700 -0.92202 -1.70465 -0.63
C -1.97158 -0.84359 -2.13622 -0.09
C -2.82533 -0.59988 -0.90779 -0.09
O -2.29104 0.43780 -0.08441 -0.58
C -2.65683 1.78172 -0.39174 -0.09
C -1.61426 2.42769 -1.27446 -0.09
O -0.34228 2.13996 -0.69944 -0.61
C 0.70746 2.88146 -1.33234 -0.25
H -0.30355 -2.77929 -2.57168 0.19
H 1.12204 -1.96665 -1.89996 0.22
H 0.42189 -1.39919 -3.44537 0.19
H -2.27496 -1.79114 -2.58845 0.21
H -2.07620 -0.05844 -2.89040 0.18
H -2.81944 -1.49038 -0.28032 0.22
H -3.85543 -0.36941 -1.18646 0.20
H -2.70763 2.30130 0.56451 0.21
H -3.64119 1.81622 -0.86261 0.20
H -1.77383 3.50896 -1.30488 0.21
H -1.64025 2.04658 -2.30000 0.18
H 0.54204 3.94874 -1.17993 0.20
H 0.73324 2.66100 -2.40216 0.19
H 1.64617 2.58421 -0.87490 0.22
C 3.03643 0.13093 -2.55737 -0.64
C 4.03161 0.86391 -1.70254 -0.03
C 5.13457 1.46317 -2.30171 -0.20
C 6.08130 2.14648 -1.55489 -0.18
C 5.93179 2.24897 -0.18127 -0.21
C 4.83826 1.66241 0.43469 -0.20
C 3.88891 0.95807 -0.30747 -0.30
P 2.40441 0.29617 0.51082 0.74
C 2.47925 0.88365 2.23002 -0.38
C 1.64299 1.96206 2.52290 -0.19
C 1.59058 2.50931 3.79335 -0.21
C 2.37861 1.96180 4.79319 -0.17
C 3.21102 0.88996 4.51188 -0.21
C 3.28542 0.33144 3.23814 0.02
C 4.21905 -0.82343 2.99906 -0.64
C 2.47545 -1.50698 0.48366 -0.45
C 3.53000 -2.21997 -0.08611 -0.20
C 3.43803 -3.58908 -0.25693 -0.24
C 2.28194 -4.25048 0.15066 -0.19
C 1.23916 -3.55010 0.73056 -0.26
C 1.30472 -2.16532 0.91861 0.10
C 0.16908 -1.39153 1.49767 -1.08
H 3.17803 0.37416 -3.60963 0.23
H 2.00919 0.38672 -2.28126 0.20
H 3.14002 -0.95006 -2.44533 0.23
H 5.24870 1.39182 -3.37670 0.22
H 6.92931 2.60343 -2.04745 0.23
H 6.65953 2.78593 0.41210 0.23
H 4.71960 1.76309 1.50543 0.23
H 1.02081 2.38120 1.73765 0.20
H 0.94160 3.34932 4.00126 0.22
H 2.34867 2.37001 5.79484 0.23
H 3.82739 0.47358 5.29924 0.22
H 4.91818 -0.92055 3.82802 0.23
H 4.79607 -0.69508 2.08261 0.22
H 3.67121 -1.76267 2.90712 0.24
H 4.42535 -1.69346 -0.39871 0.22
H 4.25798 -4.14005 -0.69753 0.23
H 2.20218 -5.32254 0.02346 0.22
H 0.35286 -4.07963 1.06023 0.22
H 0.43678 -0.93481 2.45194 0.23
H -0.70144 -2.02736 1.65654 0.22
```

Output
ΔE to the lowest compared entry with this formula, charge and spin in kcal/mol: 0.0
DFT total energy in eV: -92394.3927
Net charge: +1



No. 3
The following is a quantum chemistry calculation of C27H35BF4N4P2Ti as an isolated structure in a non-equilibrium geometry, from the OMol25 dataset.

Structure (XYZ):
```
74
Properties=species:S:1:pos:R:3:mulliken_spin:R:1
Ti 0.02374 0.08649 3.33505 1.67
C -2.08195 1.87359 -4.74925 0.00
C -2.16053 0.61721 -4.29587 0.00
C -1.38638 -0.55828 -4.80184 0.00
C 0.04453 -0.28699 -5.32300 0.00
C 0.88822 0.57891 -4.42383 0.00
C 0.95107 1.91244 -4.46097 0.00
C 0.22059 2.79801 -5.43878 0.00
C -1.20147 2.35845 -5.86562 0.00
C 1.71768 1.04844 4.16399 -0.02
H -2.74992 2.64515 -4.34605 0.00
H -2.92538 0.36093 -3.55803 0.00
H -1.95366 -1.05383 -5.60955 0.00
H -1.31492 -1.28828 -3.98167 0.00
H 0.53920 -1.27057 -5.38258 0.00
H -0.00682 0.10286 -6.34819 0.00
H 1.53838 0.01962 -3.73985 0.00
H 1.65496 2.44373 -3.81019 0.00
H 0.81395 2.92622 -6.36198 0.00
H 0.13812 3.79596 -4.98287 0.00
H -1.68526 3.25856 -6.28153 0.00
H -1.13636 1.63009 -6.68512 0.00
H 1.17813 1.73756 4.84683 0.00
H 2.47449 1.61661 3.60549 0.00
H 2.19595 0.24026 4.74742 0.00
P 1.54854 -0.37640 1.59149 0.05
P -1.45144 -0.68341 1.49400 0.16
N 2.63771 0.91765 0.92249 0.00
N 2.71333 -1.68054 2.08233 0.04
N -2.32658 0.52736 0.53862 -0.01
N -2.86514 -1.73661 1.83411 -0.01
C 0.88721 -1.04223 0.00961 -0.03
C -0.52809 -1.61563 0.18256 -0.01
C 2.62690 2.26976 1.26720 0.02
C 3.63279 2.92446 0.55838 0.01
C 4.26781 1.94462 -0.27446 0.00
C 3.62663 0.72822 -0.03829 0.00
C 3.65008 -1.59792 3.11533 0.02
C 4.40272 -2.76761 3.13106 0.00
C 3.88764 -3.61898 2.10203 0.01
C 2.82088 -2.95099 1.51873 -0.01
C -2.47938 1.84805 0.97991 0.02
C -2.82818 2.62856 -0.11033 0.02
C -2.92166 1.77097 -1.24863 0.01
C -2.64988 0.48171 -0.81533 0.00
C -3.94575 -2.03345 1.00000 0.00
C -4.80647 -2.89804 1.67043 0.00
C -4.22990 -3.15581 2.95810 0.01
C -3.04280 -2.44313 3.02715 0.02
H 1.59293 -1.79383 -0.35549 0.00
H 0.90720 -0.21044 -0.71064 0.02
H -1.08363 -1.57392 -0.76425 0.00
H -0.50438 -2.67766 0.48441 0.01
H 1.93100 2.63934 2.00501 0.01
H 3.89690 3.96626 0.65033 0.00
H 5.10059 2.10115 -0.93994 0.00
H 3.78182 -0.24918 -0.46506 0.00
H 3.67346 -0.73746 3.76449 0.00
H 5.24402 -2.97412 3.77769 0.00
H 4.27045 -4.58166 1.79037 0.00
H 2.12048 -3.27165 0.76268 0.00
H -2.34584 2.08836 2.02847 -0.04
H -2.99913 3.69418 -0.11716 0.00
H -3.12710 2.05371 -2.27068 0.00
H -2.67347 -0.46671 -1.34524 0.00
H -4.00873 -1.59186 0.01866 0.00
H -5.73912 -3.28210 1.28360 0.00
H -4.64507 -3.78335 3.73582 0.00
H -2.31542 -2.35653 3.81951 -0.01
F -0.22962 -1.22896 4.61671 0.02
B -0.30660 -0.20621 7.62882 0.00
F -0.98534 0.73439 6.92883 0.00
F -0.85361 -1.42321 7.77789 0.00
F 0.89491 0.09774 8.14670 0.00
```

Output
Spin multiplicity: 3
ΔE to the lowest compared entry with this formula, charge and spin in kcal/mol: 0.0
DFT total energy in eV: -87769.0015